Entry from OMol25: a structure of composition C13H26O3S2 in a non-equilibrium geometry (ωB97M-V/def2-TZVPD).

Charge = 0
LUMO energy = 0.415 eV
2S+1 = 1
HOMO = -8.9 eV
Kohn-Sham gap = 9.35 eV

Last column: Mulliken charge in e.
Element x y z (Å)
S  -4.100673  0.611314  -1.057252  -0.061
S  -3.483642  -1.424490  -1.438352  -0.132
O  -6.635324  0.344343  0.561798  -0.471
O  -1.457267  -0.389411  0.215140  -0.583
O  -1.456634  -2.538524  -0.587685  -0.369
C  2.820547  -1.875495  0.716912  -0.397
C  2.311343  -2.897733  -0.377075  -0.457
C  -5.528057  -0.013500  1.311519  -0.383
C  3.698273  -0.711573  0.437558  -0.651
C  1.735354  4.232297  -0.286857  -0.839
C  -1.941608  -1.345322  -0.439468  0.755
C  -4.259582  0.500356  0.704318  -0.517
C  0.934046  -2.577197  -0.902952  -0.227
C  -0.200394  -2.922800  0.080904  -0.626
C  0.583299  1.789362  -0.470840  -0.374
C  1.158013  3.008193  -1.167674  -0.795
C  2.803878  0.455357  -0.233513  -0.758
C  1.456380  0.973172  0.438179  -0.210
H  -0.254038  -2.622879  1.092595  0.418
H  0.106123  0.969575  -1.187746  -0.010
H  2.632324  0.013190  -1.340105  0.157
H  -5.331211  -1.127728  1.114412  0.236
H  3.942127  -0.469484  1.493723  0.292
H  0.275380  3.554948  -1.556780  0.399
H  -6.586340  1.425615  0.494295  0.325
H  2.470489  -3.912387  0.271737  0.188
H  1.562076  5.183405  -1.233833  0.259
H  -5.539208  0.193621  2.431946  0.257
H  0.765217  -3.020444  -1.882690  0.454
H  1.832552  -1.453826  1.211352  0.004
H  -4.226253  1.548773  0.992390  0.421
H  0.951990  0.065172  0.975720  0.066
H  -3.273310  0.186857  1.076685  0.208
H  1.709835  2.764604  -2.039724  0.427
H  4.577513  -0.814754  -0.249424  0.283
H  1.775353  1.529939  1.302768  0.419
H  0.861878  -1.553097  -1.261651  -0.054
H  2.873689  4.168872  0.091756  0.230
H  3.354708  -2.492587  1.561292  0.414
H  -0.115439  -4.033866  -0.008078  0.337
H  -0.289995  2.056055  0.174751  0.366
H  3.417588  1.297843  -0.459410  0.488
H  2.907094  -3.079454  -1.327023  0.288
H  1.161903  4.403685  0.756380  0.220

Atoms 1-3, force components in eV/Å:
0.29 -1.67 -0.81
0.29 2.10 1.06
-0.46 4.52 0.18

=====

Entry from OMol25: a structure of composition C13H27BMgO7 in a non-equilibrium geometry (ωB97M-V/def2-TZVPD).

Charge = +2
LUMO energy = -11.914 eV
2S+1 = 1
HOMO = -12.3 eV
Kohn-Sham gap = 0.36 eV

Last column: Mulliken charge in e.
Element x y z (Å)
Mg  2.361945  -3.492802  6.217133  1.456
O  1.126890  -0.920567  5.410770  -0.427
O  3.555571  -3.734608  4.704401  -0.323
O  0.615854  4.603810  -3.434912  -0.389
O  2.563716  -1.262170  3.683221  -0.103
O  3.549634  -1.454934  4.739017  -0.385
O  5.399283  -2.526131  3.584797  -0.292
O  0.533760  -2.002908  3.516200  -0.210
C  -3.305094  -0.811912  -1.074164  -1.442
C  -2.738970  -1.895796  -0.153959  -0.798
C  -2.292761  0.232407  -1.573867  -0.081
C  0.260469  2.476161  -2.239638  -0.070
C  -0.790976  -1.384211  3.164387  -0.665
C  2.000378  4.472117  -3.675347  -0.721
C  1.307106  -1.334165  4.318877  0.531
C  -0.970154  -0.350405  -2.101319  -0.345
C  -0.980121  -1.447020  1.667024  -0.385
C  -2.464664  -1.404063  1.283943  -0.678
C  -0.462568  0.305500  -3.392940  -1.253
C  -0.472076  1.836388  -3.417319  -0.514
C  0.139146  4.004572  -2.258134  -0.839
B  4.275367  -2.529900  4.245061  0.756
H  -3.485738  -2.692001  -0.099226  0.400
H  0.005980  2.172428  -4.342070  0.440
H  -1.550082  -1.953397  3.700957  0.356
H  3.421704  -4.411110  4.015930  0.312
H  2.181480  3.694107  -4.427747  0.233
H  -1.841377  -2.360882  -0.572434  0.448
H  1.314442  2.173855  -2.236124  0.309
H  0.673249  4.414798  -1.385535  0.425
H  -2.774217  0.792414  -2.379870  0.436
H  -3.040215  -2.003895  1.996863  0.502
H  -0.179532  -0.278197  -1.343303  0.067
H  -0.773476  -0.364740  3.552999  0.423
H  -0.562527  -2.397991  1.317847  0.353
H  -1.082974  -1.419362  -2.311328  0.556
H  0.557844  -0.037819  -3.595660  0.400
H  -3.812225  -1.268727  -1.927988  0.387
H  -2.090312  0.936889  -0.758325  0.232
H  -0.179627  2.152911  -1.288612  0.029
H  -1.494885  2.224949  -3.465639  0.251
H  2.546482  4.211620  -2.762183  0.337
H  -1.093430  -0.049630  -4.215196  0.332
H  -4.072146  -0.277062  -0.502091  0.383
H  2.368549  5.426400  -4.055210  0.274
H  -0.424684  -0.638861  1.183140  0.126
H  -0.914037  4.281173  -2.175282  0.403
H  -2.843983  -0.380326  1.372105  0.401
H  5.934006  -3.326906  3.490750  0.363

Atoms 1-3, force components in eV/Å:
-0.06 1.37 -0.47
-0.11 -0.23 2.10
-0.40 -0.89 -0.26

=====

Entry from OMol25: a structure of composition C13H27ClIN2OP2Pd in a non-equilibrium geometry (ωB97M-V/def2-TZVPD).

Charge = +3
LUMO energy (alpha / beta) = -9.926 / -12.513 eV
2S+1 = 5
HOMO (alpha / beta) = -15.1 / -17.1 eV
Expectation value of S² = 6.08
Kohn-Sham gap (alpha / beta) = 5.19 / 4.63 eV

Last column: Mulliken charge in e.
Element x y z (Å)
I  1.276995  -2.091587  -0.000106  0.180
Pd  -3.047413  1.147113  0.377377  -0.174
Cl  -1.184533  -1.685533  -1.181248  -0.376
P  -3.340994  -0.900127  -0.528109  0.993
P  3.321562  -1.207677  -1.026393  0.566
O  1.461135  0.863666  -0.930069  -0.536
N  -0.707919  1.206831  1.374225  -0.093
N  -0.078035  3.880903  4.428440  -0.301
C  4.101551  -2.924974  -0.850396  -1.204
C  0.349527  1.647699  3.476792  -0.760
C  -0.016254  3.033976  3.381930  1.221
C  -3.854439  -0.470116  -2.203725  -1.086
C  0.834644  -0.015826  -2.957827  -0.512
C  -4.566357  -0.097700  0.914162  -1.059
C  3.404619  -0.160780  0.450093  -1.158
C  -0.012059  0.798144  2.453789  -0.638
C  -0.464112  3.496144  2.107363  -0.674
C  1.455869  -0.229538  -1.508494  0.501
C  -0.718054  2.569952  1.074672  -0.088
C  -3.395796  -2.742688  -0.351240  -1.165
C  4.186522  -0.864159  -2.647028  -1.168
H  3.021761  -0.731693  1.312953  0.470
H  -5.542433  -0.459443  0.686967  0.525
H  -0.886040  2.875584  0.023134  0.522
H  -3.395534  -1.159007  -2.939650  0.306
H  4.407819  0.263424  0.536407  0.476
H  -4.780544  1.017122  0.917517  0.325
H  4.174029  0.259946  -2.773127  0.371
H  -4.894580  -0.317542  -2.516669  0.380
H  3.795349  -3.591973  -1.692013  0.425
H  1.241125  -0.625266  -3.714391  0.360
H  2.697194  0.666238  0.322384  0.392
H  5.162653  -2.686964  -0.999525  0.439
H  0.826829  1.011905  -3.371975  0.357
H  -2.761201  -2.904247  0.541639  0.344
H  -0.772633  4.530874  1.924119  0.349
H  -0.209905  -0.206077  -2.759767  0.049
H  0.187576  3.555412  5.354550  0.274
H  3.678113  -1.419008  -3.501561  0.387
H  -4.276852  -3.358017  -0.245164  0.384
H  -2.823477  -3.168375  -1.215544  0.467
H  -4.224825  -0.568945  1.857826  0.398
H  -0.423269  4.827168  4.315433  0.272
H  3.919831  -3.440025  0.094527  0.483
H  0.264936  -0.234747  2.484182  0.503
H  0.735269  1.283798  4.398079  0.431
H  -3.354484  0.513061  -2.300024  0.329
H  5.226841  -1.186919  -2.594495  0.511

Atoms 1-3, force components in eV/Å:
-3.50 -2.41 1.01
2.71 1.35 -0.10
2.77 -0.51 -0.89

=====

Entry from OMol25: a structure of composition C13H27F6HgNO12S5 in a non-equilibrium geometry (ωB97M-V/def2-TZVPD).

Charge = 0
LUMO energy = 0.311 eV
2S+1 = 1
HOMO = -8.9 eV
Kohn-Sham gap = 9.20 eV

Last column: Mulliken charge in e.
Element x y z (Å)
Hg  -0.502646  0.591854  -0.195179  3.668
S  0.195090  -1.682628  2.370967  0.895
S  -1.311970  -2.708680  0.601802  0.471
S  -1.969738  -0.135797  -3.348560  0.352
S  -3.712988  0.694163  1.539773  0.307
S  0.093092  3.453539  2.214136  0.319
F  -0.856356  -5.201391  -0.419657  -0.222
F  0.332533  -3.690598  -1.277161  -0.179
F  1.828792  0.388264  1.611106  -0.101
F  2.923748  -1.421663  2.386889  -0.300
F  0.786919  -4.535745  0.750171  -0.223
F  1.919929  -0.240343  3.726664  -0.256
O  1.902847  -0.752149  -1.069566  -0.249
O  4.069261  -1.599982  -1.410684  -0.283
O  0.512237  -3.004667  2.738482  -0.533
O  -0.278275  3.584644  -2.860278  -0.563
O  -0.929830  -0.199199  -2.248382  -0.635
O  -0.649366  -1.088596  3.442420  -0.729
O  -1.371167  2.676357  -1.072558  -0.613
O  -2.522789  0.763571  0.609252  -1.062
O  -2.245252  -2.347038  -0.502158  -0.472
O  -0.096159  2.160210  1.502963  -0.960
O  -1.935714  -3.428043  1.694374  -0.526
O  0.654084  2.218805  -1.425834  -0.682
N  -0.293662  -1.316641  0.937052  -0.319
C  -0.151743  -4.118453  -0.153172  0.623
C  4.915872  -3.743714  -1.782101  -1.429
C  -4.942434  2.058432  0.993425  -1.125
C  -2.260787  -1.913283  -3.872608  -0.873
C  -3.315583  1.303598  3.204325  -0.561
C  0.995571  3.045832  3.720538  -0.939
C  3.666131  -2.954459  -1.466749  0.284
C  -3.477559  0.276390  -2.510871  -0.723
C  3.840282  0.723214  -1.724128  -0.994
C  -0.378410  2.841840  -1.786098  0.630
C  1.260713  4.439234  1.219462  -0.910
C  1.831418  -0.649760  2.492010  0.525
C  3.114500  -0.585291  -1.366812  0.443
H  -3.016946  -2.120546  -4.629814  0.393
H  -3.279965  0.351345  3.733510  0.361
H  0.459052  2.450967  4.459719  0.313
H  -2.707543  -2.425908  -3.020711  0.166
H  -4.622444  3.096893  0.907906  0.334
H  2.112863  3.904898  0.799420  0.181
H  -5.764955  2.129910  1.705070  0.472
H  3.886402  1.433342  -0.898481  0.215
H  3.317446  1.304991  -2.483259  0.231
H  1.692976  5.116463  1.956081  0.516
H  4.591788  -4.777611  -1.663169  0.403
H  5.751395  -3.601483  -1.096707  0.338
H  -2.352002  1.794904  3.069287  -0.170
H  -4.351145  -0.017205  -3.092902  0.590
H  1.304827  3.966860  4.214668  0.441
H  5.255393  -3.666748  -2.815011  0.329
H  -1.275820  -2.330354  -4.082362  0.329
H  -4.107507  1.928888  3.616605  0.467
H  2.995141  -2.928402  -2.325357  0.232
H  1.863475  2.455667  3.426360  0.170
H  4.892624  0.665504  -2.002242  0.379
H  0.487697  3.033367  -3.036281  0.321
H  0.554037  4.721756  0.439142  0.245
H  3.184641  -3.316217  -0.558231  0.053
H  -3.571742  -0.058133  -1.477757  -0.008
H  -3.604377  1.358601  -2.482025  0.326
H  -5.335898  1.626425  0.073286  0.319

Atoms 1-3, force components in eV/Å:
1.41 0.53 -0.37
-0.08 3.77 6.35
-2.51 -0.82 -2.87

=====

Entry from OMol25: a structure of composition C13H27F6HoN11O2Sb in a non-equilibrium geometry (ωB97M-V/def2-TZVPD).

Charge = 0
LUMO energy (alpha / beta) = -0.353 / -0.353 eV
2S+1 = 5
HOMO (alpha / beta) = -8.4 / -8.4 eV
Expectation value of S² = 6.00
Kohn-Sham gap (alpha / beta) = 8.01 / 8.01 eV

Last column: Mulliken charge in e.
Element x y z (Å)
Ho  -0.038117  -0.080499  0.390875  0.457
Sb  -2.671433  1.177431  -1.552992  0.871
F  3.070932  -3.818707  0.920669  -0.298
F  4.905437  -2.128757  2.037745  -0.281
F  1.205839  -2.943330  0.242347  -0.136
F  1.679607  -2.962532  2.334614  -0.276
F  4.472870  -0.015237  1.919564  -0.266
F  3.466777  -1.258194  3.342868  -0.242
O  1.917994  -0.510209  1.091995  0.129
O  -1.880943  -1.465631  0.982046  -0.082
N  2.430110  0.390307  -3.209928  -0.506
N  -0.767625  -3.167780  -2.999259  -0.465
N  0.793835  0.577640  -1.739021  1.007
N  -1.806585  -3.370343  -2.162384  -0.865
N  1.489533  1.757799  -1.843504  -0.567
N  0.240622  2.353298  0.675072  -0.206
N  2.439151  1.622627  -2.687443  -0.804
N  -1.761578  -2.455887  -1.261920  -0.440
N  -0.242809  0.427138  2.906080  -0.470
N  -0.704083  -1.649274  -1.400379  0.906
N  1.032489  -1.521830  -2.947950  0.035
C  1.316805  2.815035  1.612126  -0.632
C  2.896276  -1.439288  0.955556  0.801
C  -0.118618  -2.087218  -2.536669  -0.059
C  1.005654  2.606564  3.095248  -0.712
C  2.234818  -2.783685  1.146659  0.375
C  3.567361  -1.476409  -0.396302  -1.398
C  -4.646960  1.851897  -1.015375  -1.346
C  -3.539129  -0.189196  -2.926408  -1.306
C  0.960873  1.136666  3.478978  -0.296
C  3.941041  -1.213386  2.095740  0.328
C  1.411891  -0.222625  -2.637795  0.065
C  -2.720566  -1.896079  2.033967  -0.983
C  -2.145829  2.819474  -2.908346  -1.248
H  0.030687  3.033812  3.339674  0.269
H  1.879520  3.092485  3.577109  0.357
H  -4.934511  2.352716  -1.922811  0.375
H  -2.172514  -2.009382  0.173833  0.563
H  -5.250422  0.952510  -0.869614  0.347
H  -3.093974  -1.041776  2.645849  0.246
H  -4.729860  2.641032  -0.265311  0.371
H  -4.384143  -0.693333  -2.493395  0.404
H  -0.567282  2.969009  0.683662  0.211
H  -3.556098  -2.382740  1.560652  0.392
H  2.299941  2.361267  1.337666  0.233
H  4.031597  -0.547443  -0.674305  0.453
H  1.417469  -1.874171  -3.787432  0.246
H  -3.920533  0.354543  -3.863816  0.397
H  0.901845  1.032456  4.560413  0.437
H  1.490495  3.853109  1.398604  0.605
H  0.618278  2.392230  -0.276289  0.337
H  -0.200642  -0.539016  3.238035  0.267
H  4.310486  -2.267647  -0.638789  0.317
H  2.768330  -1.627804  -1.124854  0.260
H  -1.096162  0.875242  3.153540  0.207
H  -2.237594  2.422637  -3.926944  0.408
H  -2.809423  3.676550  -2.761680  0.387
H  -2.213724  -2.601480  2.666357  0.277
H  -2.801154  -0.937423  -3.222049  0.328
H  -1.042033  3.052552  -2.701446  0.269
H  1.825791  0.580300  3.156865  -0.057

Atoms 1-3, force components in eV/Å:
-0.41 -0.33 -0.36
-0.04 0.52 0.25
-0.21 0.24 0.24